(1)
ORCA calculation (the ωB97M-V functional and the def2-TZVPD basis) on a cluster of 2 separate species, C14H23B in total.

The geometry in XYZ format:
```
38
Properties=species:S:1:pos:R:3:forces:R:3
B 0.11962 -1.17663 -0.43581 -0.7 1.0 0.6
C -0.44618 3.17572 -1.80504 -0.1 -0.3 -1.3
C -1.48960 2.55978 -1.03859 -2.3 3.7 -4.9
C 0.87765 3.01436 -1.40820 -1.3 1.0 -1.5
C -1.20617 1.93808 0.07284 -1.7 -2.3 3.4
C 1.07637 2.19289 -0.34830 5.0 -1.8 0.0
C 0.10120 1.55715 0.35418 -0.3 0.1 2.1
C -1.49768 -3.03216 -1.46717 1.9 0.9 -1.9
C 0.41169 -0.74146 -3.03228 0.5 -1.8 -0.6
C -0.94846 1.24948 3.55719 2.3 1.9 -0.2
C 1.83618 0.35421 1.95020 -2.6 1.9 2.0
C -1.16845 -2.09582 -0.31411 -0.5 0.3 1.7
C 1.07700 -0.99129 -1.68985 -0.8 -0.8 0.7
C -0.67183 0.25367 2.52122 -1.2 -1.1 -3.1
C 0.37833 0.63866 1.43670 0.6 -3.7 -1.1
H -0.56079 3.59050 -2.83384 -0.6 0.0 1.2
H -2.60453 2.73574 -1.40039 2.5 -0.4 0.9
H 1.68452 3.48784 -2.00999 -0.6 -0.6 0.7
H -2.05632 1.61631 0.74406 1.1 0.2 -0.9
H 2.16726 1.78905 -0.25900 -1.9 1.0 0.4
H -0.60096 -3.72313 -1.63652 -1.5 0.8 -0.2
H -2.39134 -3.55364 -1.29833 -1.0 -1.2 0.6
H -1.78131 -2.42072 -2.41538 1.0 -1.0 1.5
H -0.06028 -1.62370 -3.47689 -0.8 0.3 0.6
H -0.16742 0.13007 -3.00065 -1.2 1.1 -0.2
H 1.15829 -0.62914 -3.78697 1.0 0.7 -0.4
H -1.68257 1.99915 3.37523 -0.6 0.4 -0.5
H 0.00297 1.75861 3.71384 0.0 0.5 0.4
H -1.13171 0.77740 4.44455 -0.9 -1.1 2.5
H 2.38702 -0.45266 1.60042 0.7 -1.4 -1.4
H 1.62166 0.04860 3.02146 0.8 0.7 -0.8
H 2.44928 1.26241 1.88825 0.0 -0.2 0.3
H -2.10955 -1.55195 -0.11647 0.5 0.8 -0.3
H -1.21321 -2.60500 0.70769 0.7 0.1 -1.2
H 1.72546 -1.85630 -1.81860 0.1 -0.4 0.3
H 1.73440 -0.17996 -1.55540 1.0 1.1 0.5
H -0.35062 -0.69593 2.95756 0.0 0.1 -0.1
H -1.67697 0.06913 2.05639 0.9 -0.4 0.0
```
Forces are in eV/Å.

Total energy (eV): -15562.5439
ΔE to the lowest compared entry with this formula, charge and spin (kcal/mol): 61.8
Orbital gap (alpha / beta) (eV): 6.72 / 6.72
Largest force on an atom (eV Å⁻¹): 6.52
Net charge: 0

Results of the natural (NBO) charge analysis, in e, for atoms 1 through 5: atom 1 (B): 1.132, atom 2 (C): -0.271, atom 3 (C): -0.192, atom 4 (C): -0.222, atom 5 (C): -0.239

(2)
ORCA calculation (the ωB97M-V functional and the def2-TZVPD basis) on a cluster of 3 separate species, C14H23BN3O2 in total.

The geometry in XYZ format:
```
43
Properties=species:S:1:pos:R:3:forces:R:3
C 2.47964 -3.85382 -3.36708 1.1 -1.8 0.7
O 2.58652 -2.55545 -4.05486 -3.4 1.7 1.9
B 1.48037 -1.63286 -3.63468 2.0 0.7 -0.5
O 1.65668 -0.17406 -3.43696 0.9 -4.4 -1.4
C -0.01088 -2.37546 -3.45166 -3.5 -1.2 1.2
C -0.86424 -2.40379 -2.04634 -1.6 -2.3 -4.3
C -2.31180 -3.24079 -2.05053 3.0 0.4 -3.7
C -2.75341 -3.95909 -3.45663 2.9 1.7 -0.2
C -1.82312 -3.85592 -4.80473 0.8 1.6 4.1
N -0.52064 -3.08605 -4.72308 -2.7 -0.6 3.1
H 2.31712 -3.72789 -2.20188 0.3 -0.2 -2.4
H 3.52020 -4.40493 -3.51658 -2.2 1.3 0.3
H 1.66473 -4.57741 -3.80800 1.4 1.6 0.8
H 2.58690 0.03256 -3.76098 -1.5 -0.2 0.7
H -0.44607 -1.85988 -1.09515 -1.0 -1.2 -2.1
H -2.94458 -3.29575 -1.05712 1.4 0.0 -2.3
H -3.76157 -4.58312 -3.54966 2.5 1.6 0.3
H -2.08498 -4.37716 -5.83089 0.6 1.3 2.4
H 0.07282 -3.05495 -5.60563 -0.9 0.0 1.7
C -1.15348 1.32252 1.34242 0.1 0.1 -0.1
C -2.64451 1.09434 1.56987 0.2 0.2 -0.3
C -2.92837 0.01954 2.62096 0.4 -0.8 -0.5
C -2.33663 -1.30668 2.17216 3.2 -7.5 -2.2
N -1.84584 -2.40683 1.79983 -3.9 8.7 2.7
H -0.66104 0.42376 0.95785 0.0 0.0 0.1
H -0.99876 2.11736 0.60583 0.0 -0.1 0.1
H -0.65528 1.61781 2.27292 -0.1 0.0 -0.1
H -3.10979 0.81464 0.61672 0.0 0.0 0.2
H -3.10373 2.03671 1.88809 0.0 -0.2 0.0
H -4.00874 -0.09650 2.75723 0.2 -0.2 0.0
H -2.49269 0.30053 3.58600 0.0 -0.2 -0.1
C 2.96968 4.68195 4.60696 0.1 0.0 0.1
C 2.53182 3.56613 3.66345 0.2 0.0 0.4
C 1.64650 4.06661 2.52052 -0.9 0.3 0.6
C 0.38333 4.69467 3.08655 -7.2 3.6 2.9
N -0.66453 5.21559 3.55606 8.3 -4.2 -3.7
H 2.11419 5.14915 5.10499 0.1 0.0 -0.1
H 3.62255 4.28316 5.38991 -0.1 0.1 -0.1
H 3.52109 5.45945 4.06598 -0.1 -0.1 0.1
H 1.99687 2.80265 4.24148 0.0 0.1 -0.2
H 3.42247 3.08640 3.24297 -0.2 0.0 -0.1
H 1.37135 3.23299 1.86586 -0.2 0.2 0.1
H 2.17981 4.80988 1.91785 -0.2 0.0 0.1
```
Forces are in eV/Å.

Total energy (eV): -24119.2373
Orbital gap (eV): 7.52
Largest force on an atom (eV Å⁻¹): 10.04
Net charge: +1

Results of the natural (NBO) charge analysis, in e, for atoms 1 through 5: atom 1 (C): -0.296, atom 2 (O): -0.728, atom 3 (B): 1.139, atom 4 (O): -0.866, atom 5 (C): -0.050

(3)
ORCA calculation (the ωB97M-V functional and the def2-TZVPD basis) on a structure of composition C14H23Cl2O2P2Tm.

The geometry in XYZ format:
```
44
Properties=species:S:1:pos:R:3:forces:R:3
C 0.55634 -3.23500 -2.34649 -0.2 0.3 -0.1
C 1.41875 -2.20903 -1.68650 -1.3 1.6 1.0
H -0.45483 -3.01401 -2.03533 -0.4 -0.1 -0.2
H 0.83510 -4.24202 -2.01272 0.0 0.3 -0.3
H 0.62943 -3.16486 -3.45401 0.1 -0.1 0.7
O 0.96737 -1.12466 -1.20956 1.0 -1.5 -0.9
Cl 3.03502 -2.68599 -1.54395 0.3 0.6 0.2
Tm 0.00695 1.15302 -0.49774 3.3 -0.1 0.2
P -0.15033 1.51689 -3.23274 -0.4 0.6 -1.8
C -1.76676 1.94081 -3.98180 -0.2 -0.1 0.3
C 0.89665 2.89500 -3.83168 0.2 0.1 0.5
H 1.33567 -0.24410 -3.96812 -0.1 0.0 -0.1
H 0.50177 0.51957 -5.33711 -0.1 0.0 0.1
H -0.38605 -0.63018 -4.30679 0.2 0.0 0.0
C 0.37663 0.15464 -4.31353 0.2 -0.4 0.2
H 1.92527 2.73327 -3.48187 -0.2 0.2 -0.2
H 0.87962 2.92916 -4.92949 0.0 -0.1 0.3
H -1.63363 2.11940 -5.06138 -0.1 0.0 0.4
H -2.17267 2.84243 -3.49838 0.1 -0.2 -0.3
H 0.53318 3.84856 -3.42782 0.1 -0.2 -0.1
H -2.46251 1.10218 -3.82735 0.1 0.3 -0.2
C -2.32542 1.37590 -0.72029 -7.0 0.4 -0.8
O -3.47610 1.42467 -0.86730 5.4 -0.2 0.7
Cl 0.93064 3.36889 0.04251 -0.6 -1.2 -0.3
C -2.04476 -0.99930 1.98628 -0.2 -0.1 -0.2
P -0.72042 0.25275 2.00468 -0.3 -0.5 1.7
C -1.46165 1.66916 2.88856 0.0 0.3 -0.2
C 0.42434 -0.46545 3.24821 0.7 0.0 -0.6
C 0.07472 -0.53144 4.60545 0.1 0.1 0.0
C 0.96107 -1.09105 5.52999 0.0 0.0 -0.4
C 2.19134 -1.59410 5.08805 -0.1 0.0 0.0
C 2.54074 -1.54188 3.73603 -0.1 0.0 -0.1
C 1.66139 -0.98202 2.80603 -0.3 0.2 0.5
H -2.82836 -0.74782 1.25936 0.1 -0.1 0.2
H -2.49802 -1.07116 2.98750 0.2 -0.1 -0.4
H -1.59042 -1.95824 1.70065 -0.2 0.2 0.2
H -1.85319 1.31742 3.84900 0.0 0.2 -0.2
H -0.69596 2.44072 3.04668 -0.2 -0.2 0.1
H -2.27542 2.11839 2.30623 0.1 -0.1 0.2
H -0.88412 -0.13555 4.95273 0.4 -0.2 -0.1
H 0.68467 -1.13313 6.58629 0.1 0.0 -0.4
H 2.87958 -2.04533 5.80770 -0.2 0.2 -0.3
H 3.49884 -1.94040 3.39358 -0.3 0.1 0.2
H 1.93556 -0.93609 1.74644 0.0 0.0 0.3
```
Forces are in eV/Å.

Total energy (eV): -92126.2738
⟨S²⟩: 2.002
Orbital gap (alpha / beta) (eV): 6.65 / 6.69
Multiplicity: 3
Largest force on an atom (eV Å⁻¹): 7.02
Net charge: +2

Results of the natural (NBO) charge analysis, in e, for atoms 1 through 5: atom 1 (C): -0.732, atom 2 (C): 0.569, atom 3 (H): 0.243, atom 4 (H): 0.285, atom 5 (H): 0.286

(4)
ORCA calculation (the ωB97M-V functional and the def2-TZVPD basis) on a structure of composition C14H23MgN2PSe.

The geometry in XYZ format:
```
42
Properties=species:S:1:pos:R:3:forces:R:3
C 0.49787 3.23114 -2.02154 0.2 0.2 0.3
C -0.79429 2.79464 -1.72375 0.1 -0.8 0.3
C -0.97994 1.78871 -0.73959 0.3 1.2 -0.8
C 0.09894 1.30392 -0.01900 -0.5 -0.2 1.3
C 1.37965 1.73110 -0.34306 0.6 0.9 -0.7
C 1.60322 2.73742 -1.31303 -0.5 -0.8 0.1
C -2.35963 1.29311 -0.43444 -0.6 -0.4 0.5
C -2.50345 -0.20299 -0.06644 0.1 -0.1 0.4
N -2.60618 -1.06154 -1.20601 -1.0 0.2 -0.9
Mg -0.20862 0.09660 1.83984 0.5 -0.5 -1.4
C 2.53431 1.04406 0.34125 0.5 -0.5 0.5
P 1.98530 -0.69195 0.76088 0.6 1.6 -0.5
H -1.66751 3.21625 -2.23652 0.4 -0.2 0.0
H 2.61911 3.09271 -1.51407 -0.4 -0.2 -0.1
H 0.65266 3.97504 -2.80236 -0.1 -0.1 0.2
H 2.79298 1.51920 1.30402 0.2 0.1 -0.4
H 3.42751 0.95215 -0.29788 -0.1 0.4 0.2
H -2.75928 1.84997 0.43191 0.1 0.0 -0.3
H -3.02710 1.47555 -1.28668 0.0 0.0 0.2
H -1.69345 -0.61885 0.60323 -0.8 0.5 -0.5
C 3.44396 -1.41257 1.54856 0.2 -0.2 -0.1
C 2.12276 -1.34172 -0.94335 -0.2 -0.5 0.1
H -3.44471 -0.31620 0.50759 0.4 0.0 -0.2
C -1.53669 -1.10619 -2.16926 0.3 -0.2 0.2
C -3.23128 -2.33609 -0.95860 0.3 -0.1 0.2
H 0.03471 -1.12343 3.77175 0.0 -1.0 -0.7
H -1.89207 -1.69993 -3.02554 0.2 0.3 0.1
H -1.25580 -0.10105 -2.51068 -0.1 -0.3 0.1
H -0.63093 -1.60437 -1.76492 -0.1 0.1 -0.2
H -3.44262 -2.81549 -1.92288 -0.1 0.0 0.3
H -2.57867 -3.00555 -0.36637 -0.2 -0.1 -0.1
H -4.16611 -2.18137 -0.40267 0.2 -0.1 -0.2
H 3.17474 -1.25947 -1.26038 -0.3 -0.1 0.0
H 1.81063 -2.39524 -0.91018 0.1 0.2 -0.3
H 1.47888 -0.78307 -1.64039 0.2 -0.2 0.4
H 4.33010 -1.27602 0.91668 0.0 -0.2 0.3
H 3.58295 -0.94233 2.53212 0.1 -0.3 -0.2
H 3.21391 -2.48179 1.66671 0.3 0.2 0.1
H -0.26067 -1.69416 1.64941 -0.9 -0.3 0.9
Se -0.03329 0.39916 6.86039 0.3 -0.2 -1.0
C 0.13779 0.07994 5.18279 -0.5 0.3 -0.2
N 0.15031 -0.12928 3.96245 0.2 0.8 2.0
```
Forces are in eV/Å.

Total energy (eV): -97947.7453
Orbital gap (eV): 5.74
Largest force on an atom (eV Å⁻¹): 2.15
Net charge: 0

Results of the natural (NBO) charge analysis, in e, for atoms 1 through 5: atom 1 (C): -0.218, atom 2 (C): -0.265, atom 3 (C): 0.062, atom 4 (C): -0.621, atom 5 (C): -0.068

(5)
ORCA calculation (the ωB97M-V functional and the def2-TZVPD basis) on a structure of composition C14H23MoN2PSe.

The geometry in XYZ format:
```
42
Properties=species:S:1:pos:R:3:forces:R:3
C 0.67147 -4.66594 -1.25906 -0.2 0.3 0.0
C 0.78796 -4.31745 0.08336 0.0 0.4 0.5
C 0.70781 -2.96704 0.47774 -0.2 -0.6 -0.5
C 0.49782 -1.99304 -0.49922 0.8 1.5 0.5
C 0.40605 -2.33666 -1.85245 -0.2 -0.3 -0.1
C 0.43431 -3.68538 -2.22406 0.2 0.3 0.0
C 0.77621 -2.56598 1.92820 -0.2 -0.2 0.1
C 1.41079 -1.18901 2.29320 -0.8 -0.9 0.0
N 2.77558 -1.00129 1.95260 0.8 -0.4 0.6
Mo 0.30524 0.14235 0.15216 -2.7 -0.8 -0.5
C 0.27915 -1.22071 -2.85736 -0.3 0.5 0.0
P 1.00331 0.31741 -2.09176 0.6 -2.0 -1.8
H 0.94319 -5.08805 0.84183 0.0 0.1 -0.3
H 0.29839 -3.96011 -3.26994 0.1 0.0 0.2
H 0.77595 -5.70454 -1.55953 -0.1 0.1 0.1
H -0.77141 -0.98235 -3.09029 0.2 -0.3 0.0
H 0.80243 -1.44540 -3.79880 -0.2 0.1 0.2
H -0.25328 -2.54140 2.33508 0.4 0.0 -0.1
H 1.28544 -3.37509 2.48272 0.0 0.6 0.1
H 0.85750 -0.18739 1.97958 0.3 -0.5 0.7
C 0.60162 1.66129 -3.22264 -0.2 0.5 0.3
C 2.77028 -0.05736 -2.36663 0.0 0.5 0.4
H 1.31502 -1.13341 3.39755 0.0 0.4 -0.6
C 3.54724 -1.74237 0.99354 0.8 -0.7 -0.8
C 3.56182 -0.22321 2.87244 0.4 0.7 0.9
H 0.77521 1.63555 0.77881 0.7 0.1 0.9
H 4.54654 -1.94754 1.42117 -0.6 0.1 -0.2
H 3.09500 -2.69395 0.68847 -0.2 0.4 0.2
H 3.72738 -1.15186 0.07542 -0.2 -0.1 0.4
H 4.57599 -0.63866 2.97680 -0.4 0.1 -0.1
H 3.66990 0.82142 2.53847 -0.1 -0.2 -0.1
H 3.08513 -0.19330 3.86472 0.1 0.0 -0.4
H 2.97478 -0.03308 -3.44536 0.0 0.0 0.3
H 3.35563 0.70134 -1.83286 0.2 -0.2 -0.3
H 3.01199 -1.04889 -1.96242 -0.2 0.2 -0.2
H 0.91373 1.40244 -4.24384 0.0 0.0 0.3
H -0.48068 1.84544 -3.20023 0.3 0.0 -0.1
H 1.12063 2.57231 -2.89449 -0.2 -0.2 -0.2
H 1.66312 1.05088 -0.03362 0.2 0.4 0.0
Se -4.07354 2.22112 0.66952 0.7 -0.2 -0.1
C -2.49248 1.57600 0.42424 -0.9 0.3 0.1
N -1.40662 1.09331 0.27741 0.9 -0.4 -0.2
```
Forces are in eV/Å.

Total energy (eV): -94341.0988
ΔE to the lowest compared entry with this formula, charge and spin (kcal/mol): 0.0
⟨S²⟩: 2.398
Orbital gap (alpha / beta) (eV): 5.66 / 5.22
Multiplicity: 3
Largest force on an atom (eV Å⁻¹): 2.89
Net charge: +2

Results of the natural (NBO) charge analysis, in e, for atoms 1 through 5: atom 1 (C): -0.143, atom 2 (C): -0.208, atom 3 (C): -0.075, atom 4 (C): -0.306, atom 5 (C): -0.034

(6)
ORCA calculation (the ωB97M-V functional and the def2-TZVPD basis) on the molecule C14H23NO3S.

The geometry in XYZ format:
```
42
Properties=species:S:1:pos:R:3:forces:R:3
C 3.28212 0.09846 1.29180 -0.2 0.0 0.1
C 1.92294 -0.31022 1.84645 0.2 -0.3 0.0
C 1.88612 -1.79282 2.21230 -0.5 0.2 0.0
C 0.52348 -2.21602 2.77211 0.4 -0.1 0.2
O -0.57055 -1.92325 1.93107 -0.2 0.2 -0.2
C -0.68813 -2.74489 0.78676 -0.2 -0.3 -0.2
C -1.79507 -2.19652 -0.11095 0.4 0.2 0.2
H -1.98140 -2.91295 -0.91182 0.0 0.0 0.0
C -1.41871 -0.84439 -0.71821 -0.1 -0.3 -0.5
N -1.34669 0.20922 0.27133 -0.8 0.6 0.4
S -2.51625 1.38724 0.27800 0.5 0.2 0.4
O -3.51556 1.10104 -0.71256 0.2 0.0 -0.3
O -2.93311 1.61988 1.63164 0.2 0.0 0.1
C -1.55628 2.84493 -0.27625 -0.5 -0.8 0.2
C -0.71882 2.38929 -1.41170 0.3 0.2 -0.5
C -1.28827 2.20222 -2.66628 0.1 0.1 0.1
C -0.53355 1.69429 -3.70843 0.0 0.0 -0.1
C 0.79778 1.36732 -3.51000 0.0 0.0 -0.1
C 1.37161 1.55026 -2.26310 0.1 0.0 0.1
C 0.61692 2.05574 -1.21973 0.0 0.1 -0.1
H 1.06442 2.19450 -0.24676 0.0 0.0 0.1
H 2.40937 1.29698 -2.10220 0.1 0.0 0.0
H 1.38596 0.97140 -4.32467 0.0 0.0 -0.1
H -0.98521 1.55145 -4.67888 0.0 0.0 -0.1
H -2.33000 2.44234 -2.81406 -0.1 0.0 0.0
H -2.29144 3.59445 -0.55415 -0.1 0.1 0.0
H -0.97992 3.16567 0.58503 0.0 0.0 0.1
H -1.15993 -0.15048 1.19880 -0.1 0.2 0.3
H -2.17108 -0.53925 -1.44826 0.2 -0.2 -0.1
H -0.44790 -0.91456 -1.22574 -0.1 0.0 0.0
H -2.70721 -2.07979 0.47547 -0.1 -0.1 0.0
H -0.92376 -3.77519 1.09814 0.1 0.1 0.0
H 0.25539 -2.76577 0.22506 0.0 0.0 0.0
H 0.53740 -3.29093 3.00731 -0.1 0.1 0.0
H 0.31726 -1.66029 3.69084 0.1 -0.1 0.0
H 2.13059 -2.39078 1.33153 0.1 -0.1 0.0
H 2.63900 -2.00843 2.97320 0.1 -0.1 0.0
H 1.14933 -0.10466 1.10453 0.0 0.1 0.0
H 1.69691 0.28200 2.73596 -0.1 0.1 0.0
H 4.06741 -0.09146 2.02071 0.1 0.0 0.0
H 3.51193 -0.46382 0.38900 0.1 0.0 -0.1
H 3.29291 1.15780 1.04670 0.1 0.1 -0.1
```
Forces are in eV/Å.

Total energy (eV): -33358.7643
ΔE to the lowest compared entry with this formula, charge and spin (kcal/mol): 31.5
Orbital gap (eV): 10.01
Largest force on an atom (eV Å⁻¹): 1.10
Net charge: 0

Results of the natural (NBO) charge analysis, in e, for atoms 1 through 5: atom 1 (C): -0.600, atom 2 (C): -0.405, atom 3 (C): -0.426, atom 4 (C): -0.053, atom 5 (O): -0.564